The following is a quantum chemistry calculation of a cluster of 4 separate species, C19H35BN3O5 in total in a non-equilibrium geometry, from the Open Molecules 2025 dataset.

Calculated values
HOMO energy: -3.8 eV
LUMO level: 2.5 eV
Charge: -1
HOMO-LUMO gap: 6.28 eV

CARTESIAN COORDINATES (ANGSTROEM)
B1 -1.5442 0.8854 3.4032
O1 -0.0395 1.0804 3.2837
C1 0.3346 0.5499 2.0571
C2 -0.8656 -0.3486 1.6836
C3 -0.8248 -0.8142 0.2411
C4 -0.8901 -2.3323 -0.0416
C5 -0.2018 -3.1970 0.9831
C6 -0.9592 -4.0409 1.7961
C7 -0.3500 -4.8398 2.7585
C8 1.0297 -4.7774 2.9064
C9 1.7945 -3.9428 2.1029
C10 1.1845 -3.1470 1.1439
O2 -1.9086 0.5598 1.9916
H1 -2.1002 1.8716 3.8802
H2 -1.8318 -0.0548 4.1667
H3 1.2530 -0.0633 2.0642
H4 0.4785 1.3331 1.2901
H5 -0.9160 -1.1068 2.4753
H6 0.0403 -0.3734 -0.2606
H7 -1.6883 -0.3780 -0.2517
H8 -1.9015 -2.6678 -0.2416
H9 -0.3607 -2.4852 -0.9723
H10 -2.0294 -4.0717 1.6541
H11 -0.9710 -5.4715 3.3762
H12 1.4967 -5.3857 3.6693
H13 2.8662 -3.8813 2.2328
H14 1.7350 -2.4759 0.4987
C11 -1.0717 2.6154 -1.3628
C12 -2.4379 1.9860 -1.4765
O3 -2.5909 0.8412 -1.8736
N1 -3.5072 2.7342 -1.1062
C13 -3.5176 4.0913 -0.6012
H15 -0.3281 1.8932 -1.6857
H16 -1.0013 3.5019 -1.9959
H17 -0.8658 2.8867 -0.3269
H18 -4.3860 2.2506 -1.1966
H19 -3.9581 4.1086 0.3970
H20 -4.1161 4.7274 -1.2581
H21 -2.5118 4.4923 -0.5454
C14 -1.3517 -0.9073 -3.9991
C15 -1.1946 -2.4077 -3.9300
O4 -1.3166 -3.0121 -2.8789
N2 -0.9022 -3.0781 -5.0859
C16 -0.7182 -2.5301 -6.4129
H22 -1.5932 -0.5384 -3.0064
H23 -0.4213 -0.4445 -4.3365
H24 -2.1646 -0.6332 -4.6740
H25 -0.8101 -4.0734 -4.9614
H26 -1.4471 -2.9654 -7.1009
H27 0.2841 -2.7653 -6.7786
H28 -0.8439 -1.4530 -6.4059
C17 5.6300 3.1793 1.6294
C18 4.2798 3.3919 0.9808
O5 4.1746 3.6345 -0.2150
N3 3.1917 3.3038 1.7772
C19 3.1341 3.0288 3.2044
H29 6.3983 3.2806 0.8686
H30 5.8038 3.9236 2.4073
H31 5.6933 2.1809 2.0633
H32 2.3198 3.4488 1.2921
H33 2.5410 2.1282 3.3736
H34 2.6492 3.8658 3.7081
H35 4.1259 2.8885 3.6218

Atomic forces in eV per Å
-0.19 0.30 0.14
0.55 0.28 0.34
-0.24 -0.99 0.09
0.46 1.46 0.10
-0.75 -0.23 0.10
0.97 0.23 0.12
-0.51 0.08 0.06
0.48 -0.09 -0.03
0.01 0.47 -0.46
-0.11 -0.29 0.29
-0.03 0.27 -0.13
-0.60 -0.26 0.10
-0.62 -0.34 -0.01
0.00 0.27 -0.35
0.19 -0.20 -0.08
0.16 0.16 0.37
-0.09 0.00 -0.18
0.23 -0.61 -0.43
0.22 -0.09 0.04
-0.01 0.09 -0.03
-0.19 -0.04 0.26
-0.05 -0.11 -0.24
-0.13 0.03 0.05
0.12 -0.14 0.15
0.15 -0.01 0.01
0.08 -0.10 0.07
0.24 0.00 0.07
0.01 -0.01 -0.02
0.02 -0.06 0.24
-0.25 0.26 -0.19
0.14 0.12 -0.22
-0.31 -0.26 0.02
-0.04 -0.06 0.01
0.02 0.06 0.07
-0.01 0.02 0.01
0.01 -0.04 0.11
0.10 0.10 0.04
0.07 0.10 0.03
0.02 -0.04 0.01
0.10 -0.24 0.03
-0.04 0.12 0.16
-0.07 -0.20 -0.49
-0.03 0.14 0.02
0.02 -0.38 0.14
0.03 -0.04 -0.10
-0.06 0.05 -0.10
0.07 0.07 -0.06
0.01 -0.01 0.00
0.01 0.11 -0.09
-0.01 0.11 -0.09
-0.01 0.01 0.04
0.05 0.00 -0.07
-0.16 0.02 -0.11
0.10 0.02 0.03
0.28 0.09 0.01
-0.38 -0.10 -0.24
-0.06 0.01 -0.06
0.01 -0.08 0.08
0.02 0.04 0.10
-0.05 -0.12 0.04
-0.05 0.06 0.15
0.03 -0.07 0.15
0.05 0.03 -0.08